(1)
Computed, not measured: a 11-piece molecular cluster, C20H60F6N10O10P overall at a distorted geometry, with ωB97M-V/def2-TZVPD.

Charge: -1
Orbital gap: 8.94 eV
Energy above the lowest of the compared OMol25 structures with the same formula, charge and spin: 0.00 kcal per mole

Geometry (Å):
P: 0.51 0.19 0.02
F: 0.85 -0.76 -1.25
F: -0.87 0.71 -0.67
F: 0.09 1.10 1.30
F: 1.27 1.44 -0.67
F: -0.20 -1.07 0.74
F: 1.91 -0.19 0.73
O: -2.38 4.08 0.85
O: -1.00 -4.97 4.26
O: -3.23 3.63 4.88
O: 3.67 -5.00 -1.11
O: -2.38 -0.73 2.15
O: -2.63 2.58 -1.39
O: 0.37 -3.80 -4.18
O: 5.82 1.77 1.91
O: 2.70 1.12 -5.34
O: 0.27 -0.50 4.54
N: 3.39 0.85 -3.17
N: 2.16 0.19 5.61
N: 4.70 2.30 -0.01
N: 6.92 2.83 0.21
N: -2.06 -3.00 3.97
N: 1.61 -0.31 -3.90
N: 2.22 -0.50 3.40
N: -0.11 -3.43 2.84
N: -1.83 2.75 3.28
N: -2.16 1.65 5.27
C: -1.11 2.53 -3.30
C: -1.85 -4.73 -4.31
C: 1.49 -0.30 4.52
C: -3.29 -1.68 0.16
C: 2.55 0.60 -4.23
C: -0.66 -4.38 -3.38
C: -1.11 -3.34 -2.36
C: 3.37 -3.66 -0.64
C: -4.34 0.32 1.31
C: -1.04 -3.86 3.72
C: -2.47 2.74 4.49
C: 1.90 -3.60 -0.30
C: -1.28 5.79 -0.45
C: -3.62 -0.99 1.48
C: -3.22 1.14 -3.20
C: 5.81 2.28 0.80
C: -2.56 2.47 -2.80
C: -1.38 5.11 0.92
C: 0.00 4.57 1.35
C: 3.73 -2.76 -1.83
H: -3.50 1.15 -4.25
H: 0.75 5.34 1.13
H: -1.70 -4.19 -5.25
H: 1.62 0.37 6.43
H: 1.70 -4.15 0.63
H: 6.96 2.91 -0.78
H: -1.46 1.88 2.98
H: 1.22 -4.03 -1.03
H: -0.28 -2.78 -1.94
H: -3.14 3.30 -3.23
H: -0.46 6.51 -0.46
H: -2.19 -2.15 3.43
H: -2.00 3.54 2.67
H: 0.25 3.64 0.84
H: 1.42 -0.33 -2.90
H: -3.04 -2.73 0.35
H: 4.24 1.38 -3.19
H: -4.24 -1.69 2.05
H: -4.39 0.85 2.26
H: 7.73 3.02 0.77
H: -5.38 0.22 0.97
H: -4.15 1.00 -2.64
H: 3.79 -1.69 -1.60
H: -2.50 -1.16 -0.39
H: -0.62 1.57 -3.26
H: 3.17 -0.18 3.41
H: 4.80 2.72 -0.91
H: 1.67 -0.72 2.59
H: -4.11 -1.76 -0.56
H: -2.26 3.61 -0.01
H: 3.00 -2.89 -2.63
H: 3.93 1.68 0.22
H: -1.09 2.98 -4.30
H: -2.83 -4.38 -4.00
H: -2.63 0.23 -3.05
H: -2.14 1.82 -1.03
H: 4.00 -3.47 0.23
H: 0.95 -0.66 -4.55
H: -1.67 -2.58 -2.93
H: -0.60 3.30 -2.71
H: -0.06 -2.45 2.59
H: -1.15 5.04 -1.23
H: 4.73 -3.04 -2.15
H: -1.91 -5.80 -4.53
H: -3.84 0.96 0.57
H: -1.51 0.93 5.00
H: 3.13 0.41 -2.30
H: -2.69 1.58 6.12
H: -0.04 4.43 2.43
H: -1.80 5.80 1.65
H: 3.30 -5.06 -1.99
H: 3.15 0.32 5.55
H: -2.21 6.30 -0.71
H: -0.24 -5.28 -2.95
H: 1.64 -2.58 0.01
H: 0.13 -2.97 -4.61
H: -2.84 -3.46 4.40
H: -1.86 -0.09 1.65
H: 0.60 -4.07 2.57
H: -1.84 -3.65 -1.62

Atomic partial charges in e from the Löwdin method, atoms 1 to 8: P 0.201; F -0.158; F -0.155; F -0.144; F -0.144; F -0.135; F -0.161; O -0.097

(2)
Computed, not measured: a 10-piece molecular cluster, C20H60N10O10 overall at a distorted geometry, with ωB97M-V/def2-TZVPD.

Orbital gap: 8.58 eV
Energy above the lowest of the compared OMol25 structures with the same formula, charge and spin: 83.54 kcal per mole
SMILES string: NC(N)=O.NC(N)=O.NC(N)=O.NC(N)=O.NC(N)=O.CC(C)O.CC(C)O.CC(C)O.CC(C)O.CC(C)O

Geometry (Å):
O: 0.77 -0.75 2.68
O: 0.13 5.23 -1.69
O: -3.10 -3.60 -0.14
O: -5.25 0.97 -2.03
O: -0.05 0.60 -2.26
O: 6.62 -1.49 0.41
O: 3.44 -0.09 1.93
O: -1.31 3.08 -2.08
O: 1.00 -5.68 0.92
O: -3.02 0.46 1.07
N: -5.15 0.98 1.15
N: -0.90 -1.91 3.55
N: -4.67 -1.03 0.59
N: 5.92 -2.96 -1.07
N: -0.38 0.07 -0.08
N: -1.06 -3.12 0.54
N: 1.42 -0.47 -1.01
N: 0.87 -1.74 4.67
N: 4.51 -1.70 -0.03
N: -1.71 -5.16 0.60
C: 1.69 -5.18 3.17
C: -3.25 4.59 -1.38
C: -1.99 -3.91 0.30
C: -4.19 0.15 0.97
C: 2.14 6.14 -2.94
C: 3.62 1.30 2.05
C: -3.31 0.46 -3.37
C: 2.47 2.06 1.47
C: 1.23 4.96 -2.53
C: 2.62 -3.79 1.27
C: 1.99 3.83 -1.83
C: 5.73 -2.03 -0.19
C: -4.68 -0.02 -2.90
C: 0.30 0.13 -1.19
C: -2.38 3.28 -1.14
C: -5.66 -0.36 -4.07
C: 2.07 -5.17 1.70
C: 0.30 -1.47 3.55
C: 4.98 1.89 1.54
C: -1.67 3.32 0.24
H: 1.47 -6.20 3.46
H: 2.57 2.13 0.38
H: -4.48 -0.93 -2.34
H: 1.55 -0.90 -0.10
H: -5.17 -0.68 -4.99
H: 1.76 -1.29 4.83
H: -1.24 -2.35 4.39
H: -6.38 -1.12 -3.76
H: -4.87 1.88 1.50
H: 2.61 -0.35 2.32
H: 5.12 -3.10 -1.66
H: -2.70 5.53 -1.36
H: -4.11 -1.88 0.57
H: 3.03 5.85 -3.50
H: 1.91 -2.99 1.47
H: 5.23 1.50 0.55
H: -0.01 -0.33 0.77
H: 0.59 -2.55 5.21
H: -2.43 0.32 -2.74
H: 3.64 -3.65 1.63
H: -6.12 0.71 1.11
H: 4.35 -1.05 0.73
H: -2.42 -5.88 0.57
H: -4.12 4.76 -0.74
H: 5.87 1.79 2.15
H: 6.85 -3.33 -1.19
H: -5.90 0.49 -1.52
H: -3.26 1.51 -3.65
H: 2.42 3.06 1.90
H: -1.00 4.17 0.41
H: 1.55 1.56 1.77
H: 0.92 4.56 -3.49
H: 0.73 -4.69 3.31
H: -2.40 3.33 1.06
H: -0.55 4.56 -1.76
H: -3.02 -0.10 -4.26
H: 2.46 6.62 -2.01
H: -2.98 2.37 -1.09
H: -1.11 2.42 0.47
H: 2.65 -3.79 0.18
H: -3.67 4.54 -2.38
H: -6.13 0.58 -4.36
H: -1.61 -1.70 2.86
H: 1.61 6.87 -3.55
H: -1.09 2.15 -1.99
H: 1.27 3.01 -1.81
H: -5.67 -1.04 0.54
H: 3.85 -2.02 -0.73
H: -1.28 0.51 0.03
H: 2.38 4.12 -0.85
H: 4.81 2.95 1.35
H: -0.20 -3.47 0.94
H: 0.86 -6.60 1.16
H: -0.77 -5.42 0.85
H: -1.18 -2.12 0.45
H: 2.84 3.44 -2.38
H: 2.12 -0.58 -1.73
H: 3.54 1.61 3.10
H: 2.35 -4.70 3.90
H: 2.85 -5.92 1.58

Atomic partial charges in e from the Löwdin method, atoms 1 to 8: O 0.018; O -0.063; O 0.003; O -0.064; O 0.035; O 0.040; O -0.074; O -0.085

(3)
Computed, not measured: a 10-piece molecular cluster, C20H60O10 overall at a distorted geometry, with ωB97M-V/def2-TZVPD.

Orbital gap: 10.04 eV
Energy above the lowest of the compared OMol25 structures with the same formula, charge and spin: 78.13 kcal per mole
SMILES string: CC(C)O.CC(C)O.CC(C)O.CCO.CCO.CCO.CCO.CO.CO.CO

Geometry (Å):
O: -4.21 3.96 -4.26
O: 0.35 4.37 0.77
O: -7.25 -3.77 2.80
O: -0.72 0.47 -0.62
O: 0.78 3.50 4.87
O: 3.38 -5.60 -2.31
O: -2.36 -1.87 -3.63
O: 5.79 1.18 -0.06
O: 2.63 3.38 -6.16
O: 0.57 -3.86 3.67
C: 1.80 2.19 6.53
C: -5.22 -2.70 3.02
C: 0.74 2.99 -4.83
C: 0.66 5.54 0.06
C: 4.65 -3.70 -1.79
C: -5.89 -4.04 3.02
C: 1.61 2.44 -5.99
C: -3.67 -2.22 -3.39
C: 2.28 1.12 -5.69
C: -1.33 -0.09 0.47
C: 3.58 -4.31 -2.66
C: 2.39 -2.41 4.18
C: 1.31 -3.32 4.75
C: 4.60 1.29 0.70
C: -0.64 1.78 5.86
C: -3.76 -3.68 -2.99
C: 0.22 6.76 0.84
C: 2.27 -3.53 -2.68
C: 0.77 2.20 5.40
C: -4.40 3.11 -3.10
H: 4.60 2.09 1.44
H: 1.65 3.09 7.11
H: -4.14 -2.81 3.17
H: 1.06 1.54 4.58
H: 4.47 0.33 1.20
H: -5.47 -4.73 2.29
H: 6.51 0.84 0.49
H: -1.40 2.06 5.13
H: 3.99 -4.32 -3.67
H: -3.16 -4.43 -3.50
H: 1.48 -4.09 -3.18
H: -0.71 0.71 6.07
H: 2.72 -5.94 -2.91
H: 2.01 -3.27 -1.65
H: -2.32 -0.48 0.21
H: -4.81 -3.97 -2.96
H: -3.40 -3.80 -1.96
H: -1.99 -2.44 -4.31
H: -1.46 0.62 1.29
H: -4.70 4.78 -4.21
H: 3.73 1.37 0.06
H: -7.76 -4.52 3.12
H: 2.83 -1.87 5.01
H: -4.15 -2.13 -4.36
H: 2.92 0.95 -4.82
H: 0.26 7.71 0.32
H: 0.73 3.39 3.92
H: 2.09 -1.71 3.40
H: 2.39 -2.57 -3.18
H: -5.26 -2.21 2.04
H: -4.20 -1.56 -2.70
H: -4.28 3.64 -2.15
H: 1.01 2.28 -6.89
H: 4.40 -3.61 -0.73
H: -5.41 2.71 -3.17
H: 0.82 6.71 1.75
H: 1.17 -4.39 3.13
H: -5.66 -2.03 3.75
H: -0.06 2.26 -4.71
H: 0.30 3.94 -5.12
H: 2.84 2.19 6.21
H: 1.50 0.36 -5.61
H: 0.06 3.65 0.19
H: 0.12 5.49 -0.89
H: 1.67 1.32 7.18
H: -5.81 -4.52 4.00
H: 1.78 -4.04 5.42
H: 3.09 3.28 -5.32
H: -0.95 2.33 6.74
H: 1.27 3.12 -3.88
H: -0.70 -0.90 0.82
H: 4.90 -2.69 -2.11
H: 1.72 5.61 -0.16
H: 5.56 -4.27 -1.98
H: 3.16 -3.06 3.76
H: -0.79 6.60 1.21
H: 2.89 0.86 -6.55
H: -0.82 -0.14 -1.36
H: -3.76 2.23 -3.04
H: 0.57 -2.77 5.33

Atomic partial charges in e from the Löwdin method, atoms 1 to 8: O -0.136; O -0.079; O -0.078; O -0.113; O -0.043; O -0.020; O -0.079; O -0.124